89
Properties=species:S:1:pos:R:3 method="wB97M-V/def2-TZVPD" homo_ha=-0.2154 homo_lumo_gap_ev=7.9 energy_ha=-2500.53611 fmax_ev_per_a=3.11 total_charge=-1
Cl 1.149 2.045 0.660
O 0.937 0.780 1.264
O 0.351 2.999 1.388
O 2.475 2.541 0.844
O 0.834 1.925 -0.724
C 5.990 6.124 5.686
C 6.454 5.038 6.704
O 7.461 5.185 7.353
N 5.767 3.936 6.867
C 4.610 3.543 6.110
H 4.947 6.348 5.910
H 5.982 5.864 4.628
H 6.449 7.112 5.720
H 6.166 3.393 7.620
H 4.945 2.962 5.250
H 3.939 4.352 5.822
H 4.061 2.878 6.776
C -3.020 3.208 7.308
C -4.317 2.679 7.801
O -4.471 1.472 7.825
N -5.230 3.565 8.248
C -6.559 3.271 8.694
H -3.073 4.295 7.245
H -2.681 2.716 6.397
H -2.330 3.087 8.143
H -5.013 4.550 8.201
H -6.729 2.205 8.843
H -7.235 3.583 7.898
H -6.922 3.720 9.618
C 4.036 -5.729 1.127
C 3.738 -7.081 1.804
O 3.092 -7.248 2.851
N 4.319 -8.116 1.177
C 4.255 -9.479 1.813
H 4.994 -5.282 1.394
H 3.302 -5.025 1.520
H 3.955 -5.811 0.043
H 4.992 -7.995 0.434
H 3.260 -9.682 2.211
H 5.075 -9.676 2.502
H 4.464 -10.247 1.068
C -2.860 -4.754 1.952
C -2.840 -4.992 0.464
O -3.584 -5.734 -0.103
N -1.970 -4.196 -0.155
C -1.755 -4.246 -1.637
H -3.907 -4.698 2.250
H -2.489 -3.772 2.246
H -2.253 -5.534 2.411
H -1.426 -3.593 0.446
H -0.868 -4.837 -1.869
H -1.625 -3.251 -2.062
H -2.675 -4.653 -2.055
C -6.891 0.309 -2.097
C -5.382 0.251 -2.233
O -4.925 0.020 -3.315
N -4.555 0.391 -1.211
C -4.839 0.548 0.202
H -7.450 -0.019 -2.974
H -7.305 1.275 -1.808
H -7.150 -0.439 -1.347
H -3.592 0.419 -1.514
H -5.911 0.440 0.363
H -4.659 1.581 0.500
H -4.405 -0.235 0.824
C 4.419 4.058 -9.264
C 3.511 4.784 -8.224
O 2.723 5.630 -8.632
N 3.722 4.520 -6.940
C 3.334 5.219 -5.746
H 4.485 2.990 -9.059
H 5.362 4.605 -9.259
H 4.036 4.228 -10.270
H 4.286 3.696 -6.789
H 3.984 5.019 -4.894
H 2.335 5.010 -5.363
H 3.371 6.297 -5.908
C -2.382 -3.100 -8.006
C -1.181 -2.133 -8.017
O -0.266 -2.280 -8.801
N -1.207 -1.196 -7.024
C -0.075 -0.286 -6.685
H -3.308 -2.569 -7.785
H -2.257 -3.963 -7.352
H -2.542 -3.496 -9.009
H -2.067 -1.096 -6.503
H 0.232 -0.638 -5.699
H -0.362 0.765 -6.689
H 0.744 -0.348 -7.401